1.
Formula: C20H23CdClNO2S2
Source: the Open Molecules 2025 dataset
Level of theory: wB97M-V/def2-TZVPD

Results
Total charge: +1
HOMO, Ha: -0.38624
Gap between HOMO and LUMO, eV: 7.62

Geometry (Å):
Cd 0.1340 -0.3251 -0.1152
C -0.2911 4.2451 0.6159
C 0.1501 3.2305 1.6699
C -1.0663 2.5741 2.3331
C 1.1239 2.2023 1.1151
C 1.3280 0.9853 1.7732
C 2.2431 0.0316 1.2889
C 2.9838 0.2683 0.1255
C 3.9808 -0.7363 -0.3790
C 2.7753 1.4824 -0.5237
C 1.8710 2.4224 -0.0420
H -1.0558 4.9008 1.0349
H -0.7152 3.7325 -0.2536
H 0.5292 4.8820 0.2780
H 0.6969 3.7712 2.4482
H -1.5771 1.9106 1.6313
H -1.7781 3.3393 2.6429
H -0.8067 2.0024 3.2255
H 0.8218 0.7854 2.7072
H 2.4273 -0.8653 1.8674
H 4.9970 -0.4088 -0.1492
H 3.9071 -0.8546 -1.4606
H 3.8302 -1.7112 0.0873
H 3.3271 1.6958 -1.4327
H 1.7402 3.3421 -0.5944
Cl -7.0814 0.9566 -1.0000
C -5.3478 0.9535 -0.9207
C -4.6259 2.0511 -1.4261
C -3.2583 2.0716 -1.3871
C -2.5125 0.9962 -0.8492
O -1.2145 1.0823 -0.8727
C -3.2578 -0.0966 -0.3089
C -2.7236 -1.2338 0.3712
O -1.5418 -1.5090 0.6547
C -4.6751 -0.0879 -0.3730
H -5.1704 2.8852 -1.8516
H -2.7027 2.9115 -1.7868
H -3.4728 -1.9572 0.7093
H -5.2243 -0.9321 0.0315
S 0.8525 -1.8492 -2.0444
C 1.3569 -3.2815 -1.3174
N 1.7883 -4.3226 -2.0035
C 2.0635 -5.5551 -1.2602
C 2.3855 -5.1063 0.1620
S 1.4341 -3.5715 0.3896
H 1.7480 -4.3056 -3.0125
H 2.9039 -6.0781 -1.7059
H 1.1891 -6.2036 -1.2894
H 3.4421 -4.8860 0.2949
H 2.0683 -5.8347 0.9026

2.
Formula: C30H85N5O10
Source: the Open Molecules 2025 dataset
Level of theory: wB97M-V/def2-TZVPD

Results
HOMO, Ha: -0.33566
Structure (SMILES): COC[C@H](C)N.COC[C@H](C)N.COC[C@H](C)N.COC[C@H](C)N.COC[C@H](C)N.CCO.CCO.CCO.CCO.CCO
Gap between HOMO and LUMO, eV: 9.78

Geometry (Å):
C 2.3367 5.1428 3.4104
C 1.1657 5.5839 2.5476
C 0.0522 4.5394 2.6125
O 0.4720 3.3264 2.1828
C -0.5211 2.3467 2.1074
N 0.7312 6.8894 3.0889
H 2.1951 4.9761 4.4709
H 3.1500 5.8609 3.3399
H 2.7311 4.1874 2.9842
H 1.5413 5.5941 1.5082
H -0.7349 4.9608 1.9492
H -0.1636 4.4738 3.6564
H -1.5829 2.7689 1.8393
H -0.6322 1.8530 3.0709
H -0.1376 1.6402 1.3591
H -0.1698 7.2681 2.7298
H 1.4120 7.5848 2.9875
C -2.5794 -0.1701 2.5657
C -3.6386 -1.1086 3.2273
C -4.0074 -2.1779 2.2598
O -4.4829 -1.5946 1.0437
C -4.5159 -2.5392 -0.0235
N -3.0842 -1.5925 4.4613
H -2.6169 0.8115 3.1013
H -2.8705 0.0002 1.5095
H -1.6121 -0.6510 2.6202
H -4.5046 -0.5173 3.4761
H -4.7383 -2.8468 2.6837
H -3.0705 -2.7399 2.0027
H -3.5116 -2.9828 -0.1815
H -4.6884 -1.9357 -0.9467
H -5.2571 -3.2785 0.0428
H -2.7882 -2.5499 4.3255
H -3.7605 -1.6383 5.2078
C 1.9714 -3.7494 6.1176
C 1.0789 -3.1728 5.0345
C 0.6044 -4.2615 4.0721
O -0.1701 -3.6671 3.0852
C -0.6468 -4.6271 2.2528
N -0.1749 -2.6883 5.6683
H 2.9129 -3.9079 5.6966
H 1.5850 -4.7386 6.3889
H 2.0782 -3.0565 7.0123
H 1.6781 -2.3915 4.5412
H 0.0357 -5.0079 4.6101
H 1.4638 -4.7526 3.5502
H 0.1697 -5.2045 1.8884
H -1.0773 -4.1401 1.3915
H -1.3626 -5.2037 2.8155
H 0.0881 -2.3668 6.6068
H -0.6870 -1.9845 5.1708
C 5.6898 3.1088 -1.6430
C 4.3961 2.2564 -1.5487
C 3.2781 3.0625 -2.2334
O 2.0545 2.3498 -2.2130
C 1.3492 2.1594 -1.0518
N 4.5542 0.8953 -2.0459
H 5.4805 4.1128 -1.3727
H 6.1720 3.0586 -2.6129
H 6.4064 2.6576 -0.9306
H 4.1161 2.1023 -0.4921
H 3.5216 3.3034 -3.2521
H 3.1638 3.9844 -1.6922
H 1.0287 3.0575 -0.4913
H 1.9127 1.4965 -0.3577
H 0.4625 1.6618 -1.3402
H 3.5797 0.5056 -1.9900
H 4.8397 0.8438 -3.0305
C -4.0384 1.7034 -2.3321
C -3.2456 2.0483 -1.0337
C -2.3669 3.2685 -1.2388
O -1.4575 2.9864 -2.2561
C -0.7939 4.0916 -2.9114
N -3.9606 2.2061 0.2118
H -4.7851 2.4369 -2.4695
H -4.5015 0.7131 -2.2456
H -3.3189 1.7374 -3.1452
H -2.6305 1.1600 -0.8138
H -1.9840 3.6161 -0.2691
H -3.0173 4.0443 -1.6148
H -1.5027 4.9607 -3.0833
H -0.3472 3.6996 -3.8004
H -0.1098 4.4911 -2.1793
H -4.4194 1.3044 0.4523
H -4.7399 2.8501 0.1230
C 2.9434 -0.4481 2.8088
C 3.7625 0.0695 1.6544
O 3.7411 -0.9047 0.5702
H 3.3773 -1.3745 3.1889
H 1.9611 -0.6783 2.4521
H 2.9399 0.2492 3.5913
H 4.7761 0.2349 1.9462
H 3.3107 0.9912 1.3353
H 4.4750 -0.6878 -0.0290
C -3.2088 -1.3458 -4.6490
C -3.0662 -2.8854 -4.4628
O -4.2297 -3.4104 -3.8048
H -2.4376 -0.8333 -5.3127
H -3.2653 -0.8167 -3.7279
H -4.2162 -1.2030 -5.1128
H -2.2922 -3.1904 -3.7844
H -2.8612 -3.2829 -5.4644
H -4.8345 -3.6409 -4.5008
C 2.4362 -5.6830 -3.7461
C 2.5088 -4.1939 -3.4290
O 1.3195 -3.6352 -3.9883
H 1.5526 -6.1488 -3.2700
H 3.3217 -6.2399 -3.3581
H 2.4558 -5.8478 -4.8356
H 3.4740 -3.7293 -3.8252
H 2.5080 -4.0503 -2.3274
H 1.1485 -2.7752 -3.6107
C 1.2489 0.0121 -5.2882
C 0.3143 0.1673 -4.1315
O -0.5709 1.2305 -4.3442
H 1.9745 0.8310 -5.4392
H 0.5815 0.1259 -6.1976
H 1.6355 -0.9848 -5.4614
H 0.8300 0.3154 -3.2115
H -0.1997 -0.8062 -4.1089
H -0.8069 1.6598 -3.5197
C -1.0674 -1.5525 -0.8019
C 0.2134 -1.0790 -0.1593
O 1.2347 -1.0264 -1.1706
H -1.9430 -1.5965 -0.1001
H -0.8868 -2.4905 -1.2513
H -1.3121 -0.8756 -1.6020
H 0.5460 -1.7424 0.6132
H 0.0998 -0.0597 0.2781
H 2.0553 -1.1666 -0.6317

3.
Formula: C6H11ClN2
Source: the Open Molecules 2025 dataset
Level of theory: wB97M-V/def2-TZVPD

Results
HOMO, Ha: -0.29240
Structure (SMILES): CN1NC(C)(C)C=C1Cl
Gap between HOMO and LUMO, eV: 8.86

Geometry (Å):
C 0.1072 1.3312 -0.4489
C 1.3679 0.8718 -0.5941
C -0.6999 0.3430 0.3381
C -1.6480 -0.5769 -0.5441
C -1.5745 0.9842 1.3847
C 2.2263 -1.4243 -0.6296
N 0.3818 -0.5469 0.8592
N 1.6076 -0.2705 0.1653
Cl 2.5665 1.5559 -1.5355
H -0.3203 2.0387 -1.0398
H -2.6365 -0.0306 -0.6363
H -1.8138 -1.6110 -0.1635
H -1.1753 -0.5777 -1.5071
H -2.2992 0.2349 1.7684
H -2.2929 1.6035 0.8633
H -1.2382 1.6951 2.2803
H 1.7436 -1.7534 -1.6257
H 3.2831 -1.2276 -0.7712
H 1.9227 -2.2643 0.0406
H 0.4919 -0.3752 1.7959

4.
Formula: C5H7NO
Source: the Open Molecules 2025 dataset
Level of theory: wB97M-V/def2-TZVPD

Results
HOMO, Ha: -0.32832
Structure (SMILES): C=CN(C=C)C=O
Gap between HOMO and LUMO, eV: 9.89

Geometry (Å):
C 2.4391 -0.5085 0.1402
C 1.2139 -0.9147 -0.0999
C -1.3181 -0.4118 -0.3524
C -2.4138 0.0905 0.2720
C 0.1017 1.3581 -0.1242
H 3.1356 -1.3020 0.3930
H 2.7209 0.5408 0.5049
H 0.9092 -1.9525 -0.2831
H -1.2935 -1.3973 -0.9562
H -3.4286 -0.2539 0.0644
H -2.3460 0.8975 0.9929
H -0.9320 1.8477 -0.1932
N 0.0135 0.0393 -0.1688
O 1.1982 1.9669 -0.1895